No. 1
DFT (the ωB97M-V functional and the def2-TZVPD basis) results for a cluster of 7 separate species, C32H67F3N2O14 in total at a distorted geometry.

XYZ file:
```
118
C32H67F3N2O14 (the ωB97M-V functional and the def2-TZVPD basis)
C 3.8668 1.2883 -1.6213
C 3.7995 2.4596 -0.6721
O 3.7733 2.1691 0.7175
C 4.9505 2.0146 1.3094
O 6.0164 2.1055 0.7796
C 4.8560 1.6516 2.8036
F 5.9450 0.9703 3.1436
F 4.8643 2.7656 3.5503
F 3.7667 0.9645 3.0895
H 2.9228 0.7462 -1.6064
H 4.7222 0.6413 -1.4284
H 4.0610 1.7180 -2.6057
H 2.9439 3.1197 -0.8459
H 4.5715 3.2017 -0.9115
C 2.0372 -1.9052 -6.4185
O 0.6645 -1.7891 -6.1076
C -0.1933 -2.3404 -7.0705
C -1.5668 -1.7032 -6.9463
O -2.0023 -1.7639 -5.6099
C -3.2797 -1.1830 -5.4842
C -3.7242 -1.0648 -4.0474
O -2.8319 -0.2997 -3.2770
C -3.2407 -0.1405 -1.9372
H 2.6363 -1.3922 -5.6672
H 2.2323 -1.5372 -7.4266
H 2.3583 -2.9510 -6.3052
H -0.2838 -3.4260 -6.8931
H 0.1842 -2.2725 -8.0978
H -2.2234 -2.2786 -7.6083
H -1.4863 -0.6716 -7.3000
H -4.0511 -1.7917 -5.9706
H -3.3533 -0.1822 -5.9208
H -3.9423 -2.0294 -3.5773
H -4.6653 -0.5031 -4.1479
H -3.3804 -1.0836 -1.4031
H -4.1792 0.4233 -1.8793
H -2.4905 0.4863 -1.4606
C 0.3022 3.7274 0.2360
O 0.8216 4.3239 1.3948
C 0.1256 3.9101 2.5463
C 0.7668 4.4489 3.8136
O 0.9928 5.8344 3.9082
C -0.1764 6.6013 3.7553
C -1.2480 6.3522 4.8122
O -0.8814 6.5593 6.1611
C -0.4908 7.8851 6.4419
H 0.6622 4.3003 -0.6227
H -0.7876 3.8237 0.1364
H 0.6001 2.6830 0.1158
H 0.0233 2.8221 2.6344
H -0.9183 4.2517 2.4622
H 1.6856 3.8747 3.9693
H 0.2740 4.1113 4.7318
H -0.6062 6.4592 2.7575
H 0.1118 7.6527 3.8316
H -1.6202 5.3278 4.8044
H -2.0931 7.0088 4.5564
H -0.4539 7.9660 7.5274
H -1.2617 8.5847 6.0987
H 0.4774 8.1817 6.0358
C -2.1485 0.1644 1.4473
O -1.9754 0.2463 2.8362
C -3.1826 0.6069 3.4664
C -3.0971 0.7034 4.9608
O -2.1329 1.6915 5.3045
C -1.8888 1.6861 6.7043
C -0.8731 2.7882 6.9908
O 0.3907 2.3205 6.5736
C 1.1294 1.7166 7.6039
H -2.2700 1.1280 0.9404
H -2.9900 -0.5101 1.2376
H -1.2760 -0.3013 0.9880
H -4.0164 -0.0474 3.1711
H -3.5007 1.5680 3.0344
H -2.8251 -0.2577 5.4040
H -4.0527 1.0831 5.3351
H -1.5676 0.6913 7.0351
H -2.8639 1.8706 7.1851
H -0.8995 3.1510 8.0206
H -1.1340 3.6300 6.3486
H 2.0316 1.2369 7.2251
H 0.5203 0.9149 8.0399
H 1.4690 2.3933 8.3946
C -2.0410 -6.9864 -3.4730
O -1.0461 -6.4076 -2.6831
C -1.6162 -5.5400 -1.7048
C -0.6972 -5.2241 -0.5388
O 0.4530 -4.4765 -0.7753
C 1.5638 -5.1967 -1.2706
C 2.6871 -4.3050 -1.7349
O 3.0135 -3.2366 -0.8790
C 3.9536 -2.3817 -1.4570
H -2.8435 -6.2950 -3.7617
H -2.5818 -7.8288 -3.0152
H -1.5873 -7.4162 -4.3669
H -2.4613 -6.0771 -1.2513
H -2.0044 -4.6593 -2.2334
H -0.5036 -6.1191 0.0680
H -1.3515 -4.6696 0.1455
H 1.2416 -5.7792 -2.1392
H 1.9558 -5.8566 -0.4852
H 2.4133 -3.9074 -2.7225
H 3.5770 -4.9376 -1.8227
H 4.1882 -1.5945 -0.7401
H 3.5145 -1.8020 -2.2854
H 4.8526 -2.9037 -1.7987
C -0.0370 -4.3657 -4.8193
C 0.6843 -5.3523 -5.5997
N 1.2191 -6.1478 -6.2288
H 0.0658 -4.4541 -3.7442
H -1.0718 -4.3225 -5.1678
H 0.2608 -3.3411 -5.0724
C 0.0232 -1.7451 -2.5772
C 0.3984 -0.6311 -1.7255
N 0.6436 0.2670 -1.0524
H 0.8326 -1.9758 -3.2694
H -0.7431 -1.2832 -3.2155
H -0.3861 -2.6290 -2.1040
```

## Properties
SMILES = CCOC(=O)C(F)(F)F.COCCOCCOC.COCCOCCOC.COCCOCCOC.COCCOCCOC.CC#N.CC#N
Lowest unoccupied orbital energy = 0.36 eV
Energy above the lowest of the compared OMol25 structures with the same formula, charge and spin = 0.0000 eV
Net charge = 0

No. 2
DFT (the ωB97M-V functional and the def2-TZVPD basis) results for a structure of composition C32H67NbO13PS4 at a distorted geometry.

XYZ file:
```
118
C32H67NbO13PS4 (the ωB97M-V functional and the def2-TZVPD basis)
C -4.6733 -2.6937 -0.4378
C -3.7575 -3.7356 0.4433
C -2.6887 -2.7787 1.2355
C -1.3375 -3.6401 1.3909
Nb 0.5886 -2.4492 1.4982
O 0.5144 -2.5655 3.5957
C 1.7710 -4.4167 1.4599
C 2.9954 -4.4643 2.5088
O 4.3055 -4.5849 1.8587
C 0.8086 -2.3224 -0.7803
C -0.4927 -2.7882 -1.6033
C -0.3545 -2.3151 -3.1609
C 0.9578 -2.8944 -3.8829
C 1.9136 -1.6152 -4.2120
C 3.4485 -2.0151 -4.4594
C 4.2719 -2.3458 -3.1233
C 4.4215 -1.1235 -2.1005
O 5.5458 -0.2323 -2.4148
C 5.7392 0.5200 -1.1664
C -0.4440 -0.4285 1.6558
C -0.6040 0.3577 0.2825
O -1.5950 0.3059 -0.4994
C 0.5884 1.3525 -0.1359
C 1.1722 1.3951 -1.5918
C 2.3420 2.3045 -2.0394
C 2.9689 3.2313 -0.9477
C 2.3992 3.2595 0.5175
C 1.2215 2.3301 0.9094
P 2.8622 -1.2128 1.6419
S 3.0886 -0.6074 3.5113
H -4.0320 -2.1097 -1.2016
H -5.0702 -1.8929 0.2938
H -5.5049 -3.2161 -1.0220
H -4.3964 -4.3646 1.1460
H -3.1951 -4.3651 -0.3490
H -3.1086 -2.6115 2.2830
H -2.5981 -1.8411 0.5942
H -1.2223 -4.4261 0.5584
H -1.4216 -4.2391 2.3775
H 0.7649 -3.4663 3.8943
H 2.1852 -4.6437 0.4193
H 1.0142 -5.2375 1.7470
H 2.8600 -5.4339 3.1247
H 3.0057 -3.6075 3.2688
H 4.2426 -4.2681 0.9278
H 1.6480 -3.0769 -1.0497
H 1.2245 -1.2917 -1.1055
H -0.5120 -3.9444 -1.5507
H -1.4730 -2.3242 -1.2377
H -0.3667 -1.1611 -3.1147
H -1.3280 -2.6231 -3.7018
H 1.4860 -3.6922 -3.2623
H 0.6137 -3.2836 -4.9161
H 1.5302 -0.9901 -5.0878
H 1.8741 -0.9541 -3.2803
H 3.4625 -2.9383 -5.1408
H 3.9348 -1.1463 -5.0473
H 5.3406 -2.6317 -3.4536
H 3.8369 -3.2525 -2.5796
H 3.4962 -0.4572 -2.0052
H 4.5984 -1.5861 -1.0567
H 4.7176 0.7840 -0.6962
H 6.3447 -0.0837 -0.3966
H 6.2589 1.5104 -1.3915
H -1.4598 -0.4471 2.2108
H 0.2381 0.2346 2.3227
H 0.6534 0.6831 -2.3335
H 2.7026 2.2295 -3.1152
H 3.8502 3.8829 -1.2672
H 2.8178 3.9493 1.3214
H 0.7726 2.3188 1.9551
H 2.8615 -0.1105 0.7098
H 3.9866 -2.0391 1.2650
O 3.3870 4.3690 3.9834
S 2.2595 5.2099 4.2866
O 1.6820 6.0943 3.3101
O 2.5819 6.0550 5.6309
C 3.7512 6.8743 5.6519
C 3.5796 8.1233 4.8067
C 0.9624 4.2057 4.9532
H 4.6259 6.2991 5.3347
H 3.9165 7.1665 6.6916
H 3.4755 7.8750 3.7493
H 4.4446 8.7833 4.9112
H 2.6788 8.6673 5.1016
H 1.3745 3.5518 5.7211
H 0.5513 3.6128 4.1358
H 0.1901 4.8551 5.3644
O -0.0421 2.5807 -5.6916
S -0.8782 3.6832 -5.2927
O -2.2334 3.8177 -5.7565
O -0.0888 5.0695 -5.5807
C 0.3666 5.3264 -6.9088
C -0.7784 5.6876 -7.8375
C -0.8857 3.7873 -3.5260
H 0.9310 4.4707 -7.2910
H 1.0588 6.1698 -6.8504
H -1.4596 4.8461 -7.9724
H -0.4021 5.9741 -8.8229
H -1.3627 6.5141 -7.4252
H 0.1384 3.7226 -3.1588
H -1.4737 2.9501 -3.1474
H -1.3492 4.7280 -3.2301
O -6.3679 -4.5238 2.7446
S -7.5649 -3.7354 2.6185
O -7.6116 -2.5384 1.8248
O -8.1373 -3.4050 4.0970
C -7.2775 -2.7361 5.0221
C -7.1019 -1.2703 4.6699
C -8.8884 -4.7909 2.0981
H -6.3119 -3.2464 5.0833
H -7.7467 -2.8135 6.0057
H -6.5775 -1.1509 3.7205
H -6.5218 -0.7542 5.4389
H -8.0732 -0.7797 4.5672
H -8.8918 -5.6905 2.7128
H -8.7121 -5.0497 1.0537
H -9.8289 -4.2489 2.1916
```

## Properties
Lowest unoccupied orbital energy = 1.73 eV
Net charge = -1

| no. | molecular weight (g/mol) |
| --- | --- |
| 1 | 760.9 |
| 2 | 912.0 |